1.
A cluster of 2 separate species, C27H30N6O3 in total at a distorted geometry. Source: OMol25; level of theory: wB97M-V/def2-TZVPD.

```
66
Properties=species:S:1:pos:R:3
N 0.1010 2.1783 -0.9508
C 0.3883 0.9626 -0.4937
N -0.1522 0.3222 0.7003
C 0.2575 -0.7524 1.1161
N -0.4209 -1.1743 2.0232
C 0.0132 -2.1991 2.7349
N 1.0053 -2.8831 2.2696
C 1.3760 -4.3825 2.7535
C 0.7587 -4.8008 3.8727
C -0.3952 -3.9541 4.4781
C -0.5129 -2.8464 4.0482
H -1.2887 -2.2085 4.2714
H -0.9589 -4.2838 5.1928
H 0.9863 -5.7245 4.4698
H 2.1468 -4.9032 2.2332
C 1.7878 -2.5818 1.1331
O 2.5037 -3.3423 0.6130
C 1.3491 -1.3522 0.5576
C 1.9656 -1.0671 -0.5480
C 1.6445 0.3394 -1.0253
C 2.4599 0.7179 -2.3878
O 3.5509 0.2625 -2.5086
N 1.9819 1.8052 -2.8431
C 2.8114 2.7013 -3.7191
H 2.2638 2.6683 -4.7702
H 3.4733 1.8525 -4.1907
C 3.2923 3.8886 -3.2543
C 4.2226 3.1610 -1.8611
C 3.5718 3.2800 -0.6850
C 4.1504 2.6504 0.3915
C 5.5759 2.0822 0.2518
C 6.1900 2.2802 -1.1190
C 5.4789 2.8604 -2.0295
H 5.9406 3.0536 -3.1340
H 7.1805 2.0735 -1.1652
H 6.1105 1.6358 1.2188
H 3.7010 2.3437 1.1894
H 2.4879 3.6298 -0.4029
H 4.0893 4.2987 -3.8056
H 2.7623 4.5148 -2.7045
H 1.0187 2.4175 -2.3993
H 2.9340 -1.2777 -0.8724
C -1.1084 1.2543 1.2333
H -0.9520 2.3517 1.2496
C -2.3665 0.9311 0.4888
H -2.5769 1.2968 -0.4961
C -3.0554 -0.4437 0.5095
N -4.5236 -0.5864 0.1695
C -4.8132 -2.0822 0.5557
H -4.5284 -2.0581 1.6701
C -6.3455 -2.0545 0.2988
O -6.6318 -1.8012 -1.0620
C -6.2373 -0.6661 -1.4226
C -4.7236 -0.3139 -1.1721
H -4.4120 0.6625 -1.4099
H -4.1159 -1.0760 -1.6271
H -6.3588 -0.3621 -2.5969
H -6.5480 0.3886 -0.8462
H -6.7397 -3.0236 0.6028
H -7.0121 -1.0880 1.1730
H -4.4413 -2.7992 -0.0984
H -2.3419 -1.0307 -0.0950
H -2.8077 -0.9769 1.4976
H -3.1651 1.7050 1.0596
H -1.3229 0.8436 2.2409
H -0.6750 2.6821 -0.5718
```

The calculation puts the lowest unoccupied orbital energy at -0.02163 Ha. The energy above the lowest of the compared OMol25 structures with the same formula, charge and spin comes out at 433.8 kcal/mol. Its energy is -1600.4947 a.u. The calculation puts the orbital gap at 6.9 eV.

---

2.
A structure of composition C27H31As2MoN2O4S3 at a distorted geometry. Source: OMol25; level of theory: wB97M-V/def2-TZVPD.

```
70
Properties=species:S:1:pos:R:3
Mo -0.7629 -0.1049 0.0001
N -2.4344 1.3241 1.0760
C -2.9363 0.8419 2.3827
C -2.3798 -0.5226 2.6249
O -2.5048 -1.1830 3.6032
N -1.6326 -0.9955 1.4893
C -1.2157 -2.4015 1.5932
C -0.1687 -2.4829 0.5130
O 0.8719 -1.8379 0.5818
O -0.4798 -3.2723 -0.5085
H -2.1567 2.2993 1.1528
H -3.2059 1.3132 0.4186
H -4.0225 0.7723 2.3940
H -2.6472 1.5036 3.1941
H -2.0422 -3.0820 1.4147
H -0.7639 -2.6222 2.5581
C 2.5914 1.1096 1.2492
As 0.7193 1.5423 1.1637
C 0.2806 1.9095 3.0065
C 0.5047 3.2412 0.2755
C 1.2461 4.3226 0.7453
C 1.1017 5.5729 0.1597
C 0.2148 5.7491 -0.8944
C -0.5267 4.6750 -1.3642
C -0.3877 3.4154 -0.7870
As -1.4214 1.9531 -1.5223
C -3.2181 2.6632 -1.6190
C -0.9832 1.8979 -3.3969
H 2.9061 0.5813 0.3556
H 2.7448 0.4871 2.1274
H 3.1510 2.0353 1.3491
H 1.1315 2.4419 3.4256
H 0.1365 0.9819 3.5555
H -0.6000 2.5406 3.0768
H 1.9334 4.2080 1.5752
H 1.6787 6.4112 0.5297
H 0.0964 6.7250 -1.3488
H -1.2169 4.8351 -2.1827
H -3.2282 3.3990 -2.4188
H -3.5241 3.1536 -0.6986
H -3.9142 1.8665 -1.8729
H -1.0125 2.9216 -3.7621
H -1.7412 1.3062 -3.9059
H -0.0040 1.4682 -3.5758
O 0.1858 -0.4898 -1.5014
C 1.1469 -1.1066 -2.3823
C 0.4238 -1.4311 -3.6783
C -0.8973 -1.7830 -3.7876
C -1.2823 -2.0627 -5.1210
C -0.2361 -1.9248 -5.9873
S 1.1973 -1.4529 -5.2065
C 1.5415 -2.4792 -1.8076
C 0.5587 -3.5894 -1.4481
C 1.3321 -4.7918 -1.0170
C 2.6350 -4.6633 -1.1909
S 3.0664 -3.0554 -1.7938
C 2.3107 -0.1517 -2.5509
C 2.2987 1.1716 -2.2260
C 3.4817 1.8621 -2.6061
C 4.3712 1.0466 -3.2292
S 3.7761 -0.5411 -3.3712
H -1.5808 -1.8350 -2.9498
H -2.2798 -2.3453 -5.4269
H -0.2353 -2.0713 -7.0589
H 0.0421 -3.8300 -2.3815
H 0.8304 -5.6861 -0.6690
H 3.4247 -5.3868 -1.0380
H 1.4771 1.6649 -1.7373
H 3.6569 2.9147 -2.4271
H 5.3492 1.2832 -3.6249
```

The calculation puts the lowest unoccupied orbital energy at -0.37620 Ha. As for the charge: +3. The energy above the lowest of the compared OMol25 structures with the same formula, charge and spin comes out at 6.0 kcal/mol. Its energy is -7191.2427 a.u. The calculation puts the orbital gap at 6.5 eV.

---

3.
A structure of composition C27H31AuN8O2PS5 at a distorted geometry. Source: OMol25; level of theory: wB97M-V/def2-TZVPD.

```
75
Properties=species:S:1:pos:R:3
Au 9.8868 10.4620 14.8147
N 11.2999 7.0343 22.4677
C 10.9431 7.8341 21.4261
C 11.5879 9.0920 21.3352
C 11.1741 10.0878 20.4498
C 10.1098 9.7909 19.5479
C 9.4900 8.5232 19.5963
C 9.8195 7.5709 20.5441
S 9.7939 10.8944 18.2058
O 10.4503 12.2037 18.5021
O 8.3581 10.9868 17.9272
N 10.4702 10.3690 16.7959
C 11.8272 10.1685 16.5994
N 12.0419 9.9871 15.2661
C 13.2838 9.9006 14.8081
C 14.3075 9.7570 15.7630
C 13.9866 9.8138 17.1155
N 12.7153 9.9864 17.5190
H 12.2438 7.2429 22.8953
H 11.0104 6.0576 22.4994
H 12.4113 9.3212 21.9471
H 11.7048 11.0261 20.3650
H 8.8323 8.3958 18.7623
H 9.3444 6.6198 20.6150
H 13.4965 9.8334 13.7455
H 15.3637 9.7419 15.4149
H 14.6858 9.5757 17.9236
N 5.3196 9.7566 14.0231
C 6.5062 9.9198 14.6672
N 6.5625 10.7306 15.7231
S 7.8563 9.0391 14.0489
H 4.4592 9.9787 14.5063
H 5.3129 9.1430 13.2192
H 5.7497 11.2354 16.0882
H 7.4650 10.8296 16.2083
S 9.3114 13.9833 15.0193
C 10.8077 14.5479 15.6021
N 11.4644 15.5413 14.8797
C 12.7411 16.1950 15.2839
C 12.9486 16.0146 16.7777
C 12.6604 14.5224 17.1286
N 11.3240 14.1340 16.7336
H 11.2219 15.5349 13.9349
H 12.6323 17.2448 14.9482
H 13.6113 15.8010 14.7616
H 12.3153 16.7267 17.3370
H 13.9945 16.1890 17.0056
H 12.7196 14.3824 18.2064
H 13.4334 13.8743 16.6792
H 10.8443 13.3445 17.2497
S 12.9679 11.6955 11.8239
P 11.1358 11.3012 11.3348
S 9.5303 11.3111 12.6699
C 10.9726 9.8112 10.3727
C 10.2192 8.6552 10.7868
C 10.1027 7.5579 9.9887
C 10.7244 7.5187 8.7344
C 11.3746 8.6637 8.2565
C 11.4372 9.8141 9.0627
C 10.4793 12.5685 10.2488
C 10.9934 13.8505 10.3396
C 10.3278 14.9591 9.7582
C 9.1399 14.7121 9.1176
C 8.7038 13.4116 8.8459
C 9.3128 12.3239 9.4971
H 9.7618 8.7230 11.8079
H 9.4662 6.7122 10.3076
H 10.6882 6.6213 8.0930
H 11.7154 8.6594 7.2128
H 11.8833 10.7460 8.6673
H 12.0019 13.9677 10.7043
H 10.8092 15.9525 9.7498
H 8.5282 15.5026 8.6470
H 7.7713 13.2818 8.2464
H 8.9164 11.3329 9.3071
```

The calculation puts the lowest unoccupied orbital energy (spin up / spin down) at -0.06725 / -0.21618 Ha. As for the charge: +1. The energy above the lowest of the compared OMol25 structures with the same formula, charge and spin comes out at 0.0 kcal/mol. As for the spin multiplicity: 3. As for the expectation value of S²: 2.01. Its energy is -4103.7949 a.u. The calculation puts the orbital gap (spin up / spin down) at 8.2 / 4.4 eV.